[1]
A 7-piece molecular cluster, C39H40F49I2N2O6 overall at a distorted geometry. Source: OMol25; level of theory: ωB97M-V/def2-TZVPD.

LUMO level	-3.28	eV
total energy	-7559.500944	Ha
HOMO-LUMO gap	8.68	eV
total charge	+1

```
138
Properties=species:S:1:pos:R:3:forces:R:3:mulliken_charge:R:1
C 6.4737 -4.9483 2.5983 1.385 0.493 0.160 -1.18
C 5.5499 -5.7548 2.1552 -1.227 0.187 -0.416 -0.08
N 5.5652 -6.4500 0.8273 2.292 -1.156 1.932 1.89
C 5.2178 -5.5512 -0.3335 -1.407 0.735 -0.383 -0.93
C 4.6131 -4.1911 -0.0007 0.307 0.418 -0.827 -0.56
N 5.6463 -3.1738 0.1968 -0.048 -0.288 0.545 -0.51
C 7.0182 -6.8186 0.6011 0.683 -0.308 -1.158 -1.88
C 7.2226 -7.6458 -0.6819 -1.106 0.695 -0.020 -0.67
F 8.1532 -8.5921 -0.4710 1.001 -0.646 0.110 -0.29
C 4.7450 -7.6706 1.0518 0.581 -2.052 -0.208 -0.47
I 5.6932 -9.5229 1.6159 0.327 1.000 -0.044 0.47
C 3.4311 -7.6999 1.0145 -1.591 0.264 -0.323 -0.37
C 2.5330 -6.5119 0.7559 -0.138 -0.437 0.372 -1.02
I 2.2933 -9.4575 1.3819 0.123 0.578 -0.130 0.10
H 7.5314 -5.0973 2.4847 0.315 0.652 -1.140 0.24
H 6.1828 -4.0650 3.1348 -0.111 -0.443 1.462 0.38
H 4.7112 -5.9691 2.7883 -1.164 0.533 -0.664 0.45
H 6.0664 -5.2953 -0.9461 0.721 -0.371 0.288 0.30
H 4.5532 -6.0967 -0.9845 -0.229 -0.410 0.051 0.50
H 4.0882 -3.9068 -0.9108 -0.362 -0.238 -0.150 0.68
H 3.8648 -4.2089 0.7692 -0.095 -0.096 0.429 0.03
H 5.6181 -2.5031 -0.5496 0.118 0.245 -0.213 0.30
H 5.4909 -2.6691 1.0546 0.112 0.131 0.156 0.24
H 7.4572 -7.2888 1.4656 -0.300 -0.445 0.226 0.89
H 7.5952 -5.9247 0.4277 -0.304 0.673 0.309 0.74
H 6.3101 -8.1262 -1.0209 -0.289 -0.145 0.063 0.39
H 7.5450 -6.9878 -1.4771 0.318 0.068 -0.299 0.44
H 2.6895 -6.0349 -0.1961 0.148 0.172 -0.280 0.18
H 2.6534 -5.7964 1.5587 0.070 0.334 0.111 0.12
H 1.4965 -6.8105 0.7803 -0.213 -0.070 -0.014 0.64
C 1.6153 -0.3253 2.3249 0.526 0.420 0.389 -0.96
C 1.5018 -1.8470 2.1216 -0.612 0.353 0.431 1.04
C 1.6476 -2.3678 0.6934 0.033 -0.267 -0.339 0.15
F 0.7013 -1.8930 -0.1247 0.059 -0.092 0.083 -0.19
F 1.5277 -3.7315 0.6997 0.080 0.170 0.122 -0.25
F 0.3534 -2.2844 2.6620 0.014 -0.170 -0.079 -0.28
F 2.5192 -2.4216 2.8445 0.267 -0.011 -0.301 -0.31
O 0.4103 0.3992 2.4271 -0.326 -0.544 -0.375 -0.39
C -0.2224 0.8224 1.2734 0.698 0.157 0.194 0.83
C -1.5994 0.1771 1.1089 -0.455 -0.122 0.018 0.43
F -1.4981 -1.1728 1.0701 0.159 0.048 0.065 -0.25
F -2.1717 0.5680 -0.0434 0.345 0.146 -0.106 -0.20
F 0.5762 0.6264 0.2043 -0.245 0.094 -0.200 -0.31
F -0.3876 2.1539 1.3961 -0.227 0.069 -0.091 -0.28
H 2.0825 -0.1975 3.3002 -0.077 -0.146 0.086 0.47
H 2.3046 0.1326 1.6149 -0.082 -0.169 -0.208 0.33
H 2.6290 -2.1107 0.2824 0.038 0.010 0.082 0.12
H -2.2465 0.4500 1.9357 0.199 0.146 0.180 -0.02
C 10.7107 -13.1161 -0.6002 -0.090 -0.326 -0.647 -0.72
C 12.0495 -12.8622 0.1146 -0.289 0.577 -0.181 0.86
C 12.2571 -13.5592 1.4597 0.366 -0.258 0.323 0.09
F 11.3406 -13.1678 2.3706 0.084 -0.013 -0.104 -0.21
F 13.4758 -13.2366 1.9482 -0.021 0.048 -0.149 -0.27
F 12.2389 -11.5303 0.2392 0.031 -0.017 0.134 -0.26
F 13.0245 -13.3174 -0.7162 0.001 -0.311 0.066 -0.32
O 9.7019 -12.1254 -0.4514 0.266 0.196 0.577 -0.36
C 8.8731 -12.1645 0.6405 0.244 -0.672 -0.658 0.90
C 9.0456 -10.9294 1.5212 0.154 0.407 0.290 0.41
F 10.3075 -10.8173 1.9654 -0.049 -0.065 -0.004 -0.22
F 8.2340 -11.0295 2.6115 -0.102 -0.159 -0.085 -0.24
F 9.0327 -13.3047 1.3291 -0.248 0.104 0.245 -0.28
F 7.6022 -12.1673 0.1701 -0.207 0.231 0.161 -0.29
H 10.9406 -13.0972 -1.6636 0.099 0.146 0.003 0.41
H 10.3262 -14.1169 -0.4088 0.044 0.021 0.279 0.32
H 12.2087 -14.6462 1.3480 -0.052 0.023 -0.070 0.30
H 8.7930 -10.0254 0.9715 -0.102 -0.098 -0.090 -0.10
C -6.5703 0.3845 1.6813 -0.193 -0.270 -0.687 -1.17
C -5.2069 0.5645 2.3707 -0.490 0.712 -0.154 1.20
C -4.9709 -0.2283 3.6552 0.279 -0.280 0.269 0.05
F -5.8416 0.1084 4.6209 0.124 0.009 -0.076 -0.23
F -3.7203 0.0415 4.1218 0.006 0.017 -0.190 -0.27
F -4.9858 1.8759 2.5769 0.145 -0.035 0.146 -0.22
F -4.2555 0.1503 1.4765 -0.380 -0.391 0.126 -0.27
O -7.5474 1.3774 1.9228 0.373 0.101 0.549 -0.30
C -8.3498 1.2904 3.0383 0.062 -0.472 -0.625 0.73
C -8.1215 2.4685 3.9847 -0.086 0.488 0.209 0.66
F -6.8360 2.5168 4.3884 -0.033 -0.047 -0.041 -0.21
F -8.8944 2.3216 5.0847 -0.094 -0.127 -0.032 -0.29
F -8.1921 0.1021 3.6522 -0.139 0.071 0.230 -0.30
F -9.6237 1.3368 2.6056 -0.175 0.172 0.131 -0.31
H -6.3702 0.4713 0.6145 0.138 0.129 0.012 0.51
H -6.9682 -0.6210 1.8171 0.065 -0.012 0.284 0.30
H -5.0420 -1.3039 3.4691 -0.006 0.028 -0.065 0.32
H -8.3701 3.4106 3.4924 -0.036 -0.144 -0.070 -0.09
C -2.7021 5.8825 -3.2734 0.052 0.585 -0.072 -0.64
C -2.5156 4.6699 -4.2045 0.502 0.105 0.492 0.98
C -3.7022 3.7152 -4.3449 -0.280 -0.280 -0.338 0.02
F -4.0323 3.1475 -3.1673 0.059 0.053 -0.088 -0.13
F -3.3746 2.7140 -5.1971 0.103 0.119 -0.009 -0.30
F -1.4065 3.9924 -3.8328 -0.072 -0.139 -0.004 -0.29
F -2.2653 5.1671 -5.4462 -0.278 0.021 -0.117 -0.31
O -2.1745 5.7712 -1.9562 -0.084 -0.773 -0.081 -0.44
C -2.9280 5.1802 -0.9724 -0.099 0.786 -0.646 0.78
C -2.2890 3.9040 -0.4358 0.394 -0.526 0.418 0.19
F -2.1167 2.9971 -1.4135 -0.018 0.142 -0.135 -0.27
F -3.0910 3.3462 0.5002 -0.152 0.222 0.039 -0.11
F -4.1884 4.9644 -1.3973 -0.091 -0.136 0.264 -0.26
F -3.0054 6.0752 0.0394 -0.031 -0.146 0.312 -0.35
H -2.1217 6.6850 -3.7172 0.167 -0.093 -0.033 0.31
H -3.7281 6.2454 -3.2695 -0.108 -0.247 0.034 0.36
H -4.5757 4.2361 -4.7473 0.048 0.075 0.027 0.24
H -1.3163 4.1130 0.0132 -0.039 0.194 -0.003 0.23
C -6.5085 7.4370 2.4600 0.467 0.380 0.402 -0.97
C -6.5886 5.9403 2.1133 -0.411 0.211 0.365 1.06
C -6.5423 5.5722 0.6312 0.121 -0.356 -0.424 0.40
F -7.5795 6.0987 -0.0535 0.068 -0.061 0.107 -0.24
F -6.6172 4.2251 0.4945 0.036 0.037 0.204 -0.16
F -7.6878 5.4064 2.6994 -0.023 -0.047 -0.105 -0.31
F -5.5123 5.3466 2.6964 0.177 0.032 -0.221 -0.29
O -7.7289 8.1068 2.7279 -0.294 -0.510 -0.402 -0.42
C -8.4642 8.6181 1.6808 0.811 0.213 0.277 0.82
C -9.8283 7.9389 1.5648 -0.502 -0.121 -0.002 0.15
F -9.6909 6.6117 1.3754 0.041 0.054 0.033 -0.19
F -10.4952 8.4400 0.5019 0.090 0.126 -0.011 -0.27
F -7.7677 8.5605 0.5321 -0.246 0.080 -0.165 -0.27
F -8.6658 9.9231 1.9479 -0.275 0.090 -0.020 -0.31
H -5.9705 7.4869 3.4049 -0.073 -0.141 0.077 0.45
H -5.8923 7.9881 1.7504 -0.108 -0.146 -0.232 0.39
H -5.6113 5.9085 0.1746 0.028 0.092 0.120 -0.20
H -10.4172 8.1042 2.4691 0.082 0.088 0.036 0.27
C -1.7562 10.3994 -6.3082 0.453 -0.311 -0.488 -0.71
C -1.8736 11.8949 -5.9648 -0.586 -0.223 -0.311 0.84
C -1.5525 12.2987 -4.5252 0.221 0.380 0.310 0.10
F -2.3892 11.7121 -3.6435 0.072 0.051 -0.103 -0.20
F -1.6970 13.6366 -4.3911 0.005 -0.045 -0.147 -0.28
F -3.0992 12.3349 -6.3156 -0.018 0.064 0.129 -0.27
F -0.9831 12.5467 -6.7612 0.286 -0.042 0.174 -0.33
O -2.9571 9.6411 -6.3145 -0.288 0.447 0.439 -0.38
C -3.4276 9.1069 -5.1420 0.850 0.006 -0.573 0.85
C -4.7844 9.6882 -4.7498 -0.513 0.126 0.102 0.17
F -4.7095 11.0200 -4.5971 0.047 -0.060 -0.013 -0.22
F -5.1752 9.1546 -3.5671 0.107 -0.164 -0.016 -0.23
F -2.5125 9.2330 -4.1614 -0.251 -0.188 0.289 -0.30
F -3.5825 7.7780 -5.3541 -0.318 -0.055 0.041 -0.32
H -1.4202 10.3640 -7.3426 -0.113 0.124 -0.063 0.43
H -0.9706 9.9079 -5.7356 -0.080 0.119 0.237 0.32
H -0.5219 12.0377 -4.2674 -0.013 -0.059 -0.065 0.29
H -5.5337 9.4634 -5.5115 0.076 -0.099 -0.041 0.24
```
Positions in Å, forces in eV/Å.

[2]
One molecule with the formula C2H5IN2 at a distorted geometry. Source: OMol25; level of theory: ωB97M-V/def2-TZVPD.

LUMO level (alpha / beta)	0.03 / 0.03	eV
total energy	-486.257174	Ha
HOMO-LUMO gap (alpha / beta)	7.84 / 7.84	eV
energy above the lowest of the compared OMol25 structures with the same formula, charge and spin	62.7	kcal/mol

```
10
Properties=species:S:1:pos:R:3:forces:R:3:nbo_charge:R:1
C 0.5031 1.3950 -0.1470 -2.883 0.719 1.482 -0.67
C -0.3414 0.1984 -0.1121 -2.560 0.760 0.075 0.04
N -0.6339 -1.9951 0.3602 -5.518 -2.198 1.479 -0.59
N -0.0045 -1.0146 0.0318 7.921 2.346 1.104 -0.20
I -2.4933 0.3742 0.0191 0.964 0.187 -0.131 0.09
H 1.2613 1.1890 -0.8033 2.350 0.005 -1.525 0.22
H -0.2300 2.1173 -0.5805 1.267 0.168 0.420 0.25
H 0.8203 1.6691 0.8790 0.030 0.232 -0.723 0.22
H 1.2010 -1.2323 0.2742 -3.379 1.753 -1.605 0.33
H -0.0826 -2.7010 0.0785 1.808 -3.971 -0.577 0.30
```
Positions in Å, forces in eV/Å.

[3]
C4H7NO as an isolated structure at a distorted geometry. Source: OMol25; level of theory: ωB97M-V/def2-TZVPD.

LUMO level	0.74	eV
total energy	-286.401480	Ha
HOMO-LUMO gap	8.60	eV
energy above the lowest of the compared OMol25 structures with the same formula, charge and spin	144.4	kcal/mol

```
13
Properties=species:S:1:pos:R:3:forces:R:3:nbo_charge:R:1
O 1.0924 -0.5224 1.6557 0.139 -0.249 0.083 -0.69
C 0.4640 -0.1611 0.4888 -0.003 -0.092 0.239 0.14
C -0.3882 -1.0830 -0.4419 0.082 -0.309 0.033 -0.24
N -0.7031 0.2706 -0.9115 1.081 0.315 -0.213 -0.50
C -0.7176 0.8220 0.4520 0.054 0.266 0.165 -0.23
C 1.2681 0.4044 -0.6814 -0.664 0.288 -0.348 -0.25
H 1.8718 -1.0208 1.3783 0.113 0.009 0.205 0.48
H 0.1487 -1.6605 -1.1956 0.069 -0.040 0.314 0.22
H -1.2109 -1.6427 0.0214 -0.106 0.278 -0.136 0.18
H -0.4891 1.8896 0.4769 0.088 -0.161 0.221 0.20
H -1.5997 0.5842 1.0636 -0.044 -0.071 -0.303 0.18
H -1.0784 0.6136 -1.7690 -0.734 -0.049 -0.285 0.42
H 1.3421 1.5059 -0.5373 -0.076 -0.187 0.025 0.10
```
Positions in Å, forces in eV/Å.

[4]
C29H36BCl2DyF2N5O8S as an isolated structure at a distorted geometry. Source: OMol25; level of theory: ωB97M-V/def2-TZVPD.

LUMO level (alpha / beta)	2.49 / 2.50	eV
total energy	-4430.945859	Ha
spin multiplicity	6
HOMO-LUMO gap (alpha / beta)	7.66 / 7.65	eV
total charge	-1
energy above the lowest of the compared OMol25 structures with the same formula, charge and spin	0.0	kcal/mol

```
85
Properties=species:S:1:pos:R:3:forces:R:3:mulliken_spin:R:1
Dy 1.1990 0.2016 -0.3106 -0.840 -0.966 -1.708 4.90
C -6.6226 0.6261 -0.9108 0.142 -0.045 -0.064 0.00
C -5.2571 0.4892 -0.3057 -0.025 0.094 0.125 0.00
C -4.4362 1.5973 -0.1530 -0.069 -0.151 0.119 0.00
C -3.1664 1.4621 0.3716 0.006 0.102 0.100 0.00
C -2.7085 0.2177 0.7612 0.604 0.248 0.046 0.00
C -3.5100 -0.8985 0.6183 0.098 -0.219 0.093 0.00
C -4.7803 -0.7556 0.0846 0.080 0.003 0.076 0.00
S -1.0551 0.1678 1.4709 -1.844 0.267 1.163 0.01
O -0.3810 -1.0269 0.9012 -0.245 -0.182 -0.002 0.01
O -1.2133 0.0505 2.9132 0.023 0.238 -0.506 0.00
N -0.3887 1.4797 0.9487 -0.370 -0.901 0.178 0.01
C 0.2616 2.3417 1.9064 0.181 0.388 0.362 0.00
C 1.7375 2.4160 1.4546 -0.466 1.837 0.655 0.00
O 2.2611 3.5170 1.2912 -0.023 -0.201 0.046 0.00
O 2.2749 1.2920 1.2064 0.436 -0.591 -0.262 0.01
H -6.9996 1.6412 -0.8068 -0.066 0.039 0.024 0.00
H -7.3246 -0.0678 -0.4528 -0.099 -0.010 0.004 0.00
H -6.5621 0.3985 -1.9736 -0.096 -0.025 -0.153 0.00
H -4.7912 2.5701 -0.4587 -0.030 0.130 -0.057 0.00
H -2.4990 2.3049 0.4755 -0.065 0.067 -0.062 0.00
H -3.1382 -1.8696 0.9159 0.006 -0.083 0.017 0.00
H -5.4138 -1.6231 -0.0396 -0.024 -0.116 0.013 0.00
H 0.1644 1.9355 2.9244 0.229 0.208 -0.159 0.00
H -0.1807 3.3500 1.8959 0.220 -0.245 -0.067 0.00
N 0.7851 2.6951 -1.6462 0.073 -0.084 0.391 0.00
C 1.1624 3.2415 -2.9589 0.134 0.144 -0.276 0.00
C -0.0199 3.3694 -3.9220 0.109 -0.247 0.181 0.00
C -0.7085 2.0595 -4.3114 0.124 0.134 -0.099 0.00
C 0.1887 1.1007 -5.1013 -0.212 0.057 -0.197 0.00
N 0.6556 -0.0130 -4.2725 0.286 0.347 0.055 0.00
H -0.1921 2.9139 -1.4550 0.160 -0.212 0.128 0.00
H 1.3379 3.1553 -0.9199 -0.139 0.060 -0.124 0.00
H 1.9389 2.6016 -3.3847 0.013 0.006 -0.066 0.00
H 1.5985 4.2443 -2.8565 0.015 -0.125 0.053 0.00
H 0.3290 3.8747 -4.8300 0.001 0.038 0.086 0.00
H -0.7661 4.0168 -3.4534 -0.030 0.127 -0.030 0.00
H -1.5815 2.3156 -4.9142 -0.064 -0.066 0.046 0.00
H -1.0688 1.5619 -3.4133 -0.133 -0.011 -0.048 0.00
H 1.0282 1.6657 -5.5273 0.008 -0.055 -0.016 0.00
H -0.3666 0.6615 -5.9373 0.031 0.154 -0.007 0.00
H 0.8739 0.3426 -3.3357 0.095 -0.152 -0.419 0.01
H 1.5210 -0.3853 -4.6532 0.056 0.134 0.201 0.00
N -0.4723 -2.1652 -3.1492 0.375 -0.087 0.551 0.00
C -1.7665 -1.9082 -2.4965 -0.400 0.805 0.224 0.00
C -1.8328 -0.3770 -2.1423 -0.413 -1.180 -0.716 0.00
O -2.8683 0.2144 -2.4190 -0.068 0.185 -0.025 0.00
O -0.7639 0.0950 -1.6705 0.718 0.365 0.329 0.00
H -0.4554 -3.0664 -3.6180 0.075 0.096 0.091 0.00
H 0.2901 -2.1703 -2.3483 -0.408 -0.132 -0.581 0.00
H -0.1771 -1.3418 -3.7669 -0.190 -0.376 -0.040 0.00
H -1.8389 -2.4925 -1.5771 0.098 -0.064 -0.078 0.00
H -2.5980 -2.1528 -3.1581 0.097 0.029 0.040 0.00
F 4.4814 0.0511 -1.4670 0.002 -0.157 0.786 0.00
B 3.1806 0.2555 -1.7906 2.011 0.238 -1.758 0.05
F 3.2667 0.4871 -3.1644 -0.680 0.073 -0.046 0.00
Cl 2.6645 1.2349 3.9966 -0.052 0.044 0.598 0.00
C 1.5614 0.1929 4.8357 -0.011 -0.076 -0.095 0.00
C 1.0790 0.6512 6.0544 0.024 0.002 0.064 0.00
C 0.0866 -0.0237 6.7364 0.015 0.008 -0.066 0.00
C -0.4487 -1.1742 6.1838 0.088 0.066 -0.073 0.00
C 0.0521 -1.6343 4.9862 0.172 0.134 0.183 0.00
Cl -0.6410 -3.0583 4.3125 -0.283 -0.457 -0.102 0.00
C 1.0868 -1.0014 4.2693 0.035 0.065 0.468 0.00
N 1.4432 -1.5760 3.0668 -0.402 -0.043 -0.439 0.00
C 2.6518 -1.7103 2.4117 0.449 -0.356 0.011 0.01
C 3.8580 -1.2777 2.9714 -0.029 -0.062 0.082 0.00
C 5.0364 -1.3161 2.2524 -0.182 -0.030 0.025 0.00
C 5.0435 -1.8395 0.9724 0.039 -0.165 -0.120 0.00
C 3.8969 -2.4480 0.4888 0.078 0.100 0.173 0.00
C 2.6986 -2.4452 1.2000 0.120 0.018 0.260 -0.01
C 1.6368 -3.4412 0.7885 -0.169 0.217 -0.274 0.00
C 0.9661 -3.2177 -0.5770 0.255 -0.341 0.289 0.00
O 0.2549 -4.1003 -1.0441 -0.161 -0.226 0.032 0.00
O 1.2214 -2.1170 -1.1869 0.246 0.697 0.262 0.01
H 1.4784 1.5764 6.4366 0.054 0.110 0.055 0.00
H -0.2920 0.3504 7.6753 0.013 0.074 0.069 0.00
H -1.2472 -1.7104 6.6740 -0.030 -0.057 -0.024 0.00
H 0.6425 -1.9212 2.5421 0.292 0.125 0.245 0.00
H 3.8713 -0.9303 3.9912 -0.007 0.061 -0.017 0.00
H 5.9450 -0.9357 2.7004 0.015 0.013 -0.004 0.00
H 5.9476 -1.8360 0.3851 0.072 0.002 -0.108 0.00
H 3.9387 -2.9930 -0.4450 -0.044 0.021 -0.102 0.00
H 0.8290 -3.5359 1.5158 0.024 -0.006 -0.005 0.00
H 2.1050 -4.4321 0.7374 -0.131 0.136 -0.002 0.00
```
Positions in Å, forces in eV/Å.